DFT (ωB97M-V/def2-TZVPD) results for 24 unconnected molecules or ions with the total composition C54H129N15O42.

Calculated values
Lowest unoccupied orbital energy ... -11.376 eV
2S+1 ... 1
E_HOMO ... -17.3 eV
Net charge ... +6

Geometry (Å):
C -11.5623 8.1948 -14.1324
C -12.9673 7.9242 -13.6536
O -13.9104 7.6118 -14.3756
N -13.0944 7.7986 -12.1622
H -13.2128 6.8149 -11.9663
H -12.2291 7.9582 -11.6664
C -14.1221 8.7620 -11.4837
H -11.0069 9.0125 -13.6732
H -11.6342 8.4478 -15.1902
H -11.0116 7.2548 -14.0983
H -13.8103 8.8402 -10.4422
H -15.0623 8.2113 -11.5141
H -14.1854 9.7396 -11.9617
C -16.5429 8.4826 -16.3093
C -16.9322 9.1768 -17.6633
O -17.5076 8.6328 -18.4954
N -16.7593 10.6907 -17.7472
H -15.9279 10.9622 -17.2420
H -16.5295 10.9620 -18.6926
C -17.9370 11.5422 -17.1649
H -17.2052 8.8179 -15.5112
H -15.5073 8.7195 -16.0652
H -16.4912 7.4005 -16.4294
H -17.5562 12.5055 -16.8257
H -18.6183 11.2925 -16.3515
H -18.6365 11.7235 -17.9810
C -11.7500 10.7424 -19.4363
C -10.7362 11.7045 -20.0746
O -11.0908 12.4773 -20.9595
N -9.2378 11.5951 -19.6642
H -8.9532 12.5507 -19.5030
H -9.2327 11.2920 -18.7008
C -8.2885 10.7000 -20.5163
H -11.3735 10.2205 -18.5566
H -12.1028 10.0794 -20.2263
H -12.6106 11.3647 -19.1907
H -8.5942 9.6771 -20.2963
H -7.3062 10.8979 -20.0874
H -8.1861 10.8739 -21.5874
C -16.6632 3.8264 -17.0275
C -16.2728 4.4893 -18.3023
O -15.4989 5.4359 -18.4429
N -17.0775 3.9571 -19.4914
H -16.5200 3.2457 -19.9421
H -17.8461 3.4733 -19.0495
C -17.4834 5.0620 -20.3571
H -15.8259 4.0642 -16.3714
H -16.7349 2.7510 -17.1905
H -17.6303 4.2067 -16.6984
H -17.9922 4.6171 -21.2122
H -16.6587 5.5903 -20.8357
H -18.2283 5.5865 -19.7586
C -12.8785 8.5762 -27.3821
C -13.0812 7.5264 -28.4952
O -12.1177 7.0575 -29.1686
N -14.6042 7.2171 -28.8765
H -14.8445 6.2362 -28.8907
H -15.2757 7.6393 -28.2511
C -14.9209 7.7710 -30.2843
H -11.8748 8.9993 -27.4226
H -13.0625 8.0651 -26.4371
H -13.6483 9.3349 -27.5231
H -16.0015 7.6748 -30.3895
H -14.3734 7.1992 -31.0336
H -14.6368 8.8233 -30.2898
C -12.3455 2.7396 -19.4566
C -12.7030 3.0634 -17.9962
O -13.6055 2.4753 -17.4390
N -11.8155 3.9157 -17.1294
H -11.4257 3.3467 -16.3916
H -11.0519 4.2894 -17.6747
C -12.6006 4.9222 -16.2434
H -11.2675 2.7348 -19.6176
H -12.8589 3.4374 -20.1181
H -12.7277 1.7632 -19.7542
H -11.9587 5.3297 -15.4625
H -13.4971 4.3680 -15.9653
H -12.8514 5.7468 -16.9107
C -22.3298 6.7302 -24.3818
C -22.5475 7.2242 -23.0171
O -23.6129 7.0961 -22.4495
N -21.3945 8.0829 -22.4582
H -20.7566 8.2412 -23.2252
H -21.7384 9.0229 -22.3232
C -20.7659 7.4561 -21.1682
H -22.4172 7.5010 -25.1475
H -23.0890 5.9719 -24.5730
H -21.3493 6.2825 -24.5433
H -19.9254 8.0946 -20.8965
H -20.3174 6.5152 -21.4870
H -21.4844 7.3041 -20.3627
C -14.0865 7.5260 -20.1460
C -13.5704 6.7219 -21.3363
O -14.2452 6.3568 -22.3642
N -12.0567 6.5065 -21.3419
H -11.6239 6.3437 -20.4439
H -11.8947 5.6401 -21.8351
C -11.2613 7.5743 -22.1755
H -13.5907 7.2517 -19.2149
H -15.1401 7.2902 -19.9957
H -14.1714 8.6025 -20.2941
H -10.9213 8.4093 -21.5629
H -11.9976 7.8147 -22.9424
H -10.3211 7.1269 -22.4977
C -15.1794 9.6334 -23.2796
C -16.4652 9.1634 -22.6374
O -16.6031 8.3285 -21.6545
N -17.7696 9.8518 -23.1056
H -17.6071 10.5402 -23.8266
H -18.3252 9.1015 -23.4910
C -18.5011 10.5404 -21.9279
H -15.2082 9.7154 -24.3662
H -14.3548 8.9327 -23.1482
H -14.8162 10.5876 -22.8979
H -18.0207 11.5072 -22.0778
H -18.1953 10.2426 -20.9250
H -19.5878 10.5748 -22.0047
C -20.4408 4.6269 -14.2046
C -19.7669 5.6748 -15.0657
O -18.5460 5.8305 -15.0854
N -20.6170 6.4289 -16.1216
H -21.1098 5.8264 -16.7652
H -21.3776 6.9170 -15.6707
C -19.8630 7.6576 -16.7051
H -21.0065 5.1707 -13.4481
H -19.7446 4.1340 -13.5260
H -20.9950 3.8763 -14.7681
H -20.5926 8.2260 -17.2819
H -19.1895 7.1614 -17.4038
H -19.2555 8.2886 -16.0563
C -14.2486 5.2452 -25.1062
C -14.6592 3.7514 -25.0951
O -15.3395 3.2318 -26.0266
N -13.9413 2.7982 -24.0479
H -13.1220 3.2503 -23.6678
H -14.4973 2.5504 -23.2420
C -13.4766 1.5257 -24.7534
H -14.0359 5.5087 -26.1422
H -13.3357 5.5372 -24.5871
H -15.1526 5.7887 -24.8317
H -12.7430 1.9608 -25.4321
H -14.3201 1.1114 -25.3055
H -13.1118 0.7728 -24.0547
C -13.7841 13.2827 -23.1333
C -13.9824 14.0121 -24.4791
O -14.3892 15.1462 -24.6494
N -13.6690 13.1920 -25.7227
H -13.3973 13.8338 -26.4537
H -12.8770 12.6390 -25.4280
C -14.9559 12.4112 -26.0987
H -14.7611 13.0751 -22.6969
H -13.2146 14.0150 -22.5610
H -13.2076 12.3596 -23.1946
H -14.6509 11.7210 -26.8853
H -15.6875 13.0669 -26.5707
H -15.3544 11.8193 -25.2747
C -5.6438 8.3058 -24.5059
C -5.2936 9.7657 -24.7995
O -5.4066 10.2839 -25.9314
N -4.5190 10.4368 -23.5943
H -4.5119 9.7759 -22.8306
H -3.5237 10.4106 -23.7638
C -4.9287 11.8407 -23.2668
H -6.3359 8.0739 -25.3155
H -6.0514 8.1338 -23.5098
H -4.8479 7.5632 -24.4486
H -5.9462 11.9423 -23.6442
H -4.1969 12.3184 -23.9182
H -4.7173 12.0673 -22.2218
C -11.3812 3.9985 -27.4485
C -10.8571 5.1272 -26.6628
O -11.6103 6.0174 -26.2862
N -9.3846 5.2516 -26.5344
H -8.9600 4.5542 -25.9399
H -8.8309 5.2369 -27.3790
C -8.9201 6.6263 -25.8944
H -10.7900 3.0895 -27.5599
H -11.6797 4.3320 -28.4424
H -12.3502 3.6608 -27.0811
H -7.8377 6.7463 -25.8483
H -9.2661 6.5478 -24.8637
H -9.4075 7.4699 -26.3832
C -6.3668 6.6741 -19.8021
C -7.1615 6.6005 -21.0992
O -7.6259 7.5371 -21.7441
N -7.3736 5.1970 -21.6089
H -7.4253 4.5641 -20.8235
H -8.2590 5.2099 -22.0947
C -6.2018 4.6478 -22.4694
H -6.7107 7.6056 -19.3526
H -5.3256 6.7498 -20.1157
H -6.4035 5.8102 -19.1385
H -5.7447 5.4591 -23.0358
H -6.5884 3.7585 -22.9673
H -5.3669 4.3353 -21.8421
O -10.6596 2.7633 -24.2668
C -10.6930 3.7539 -23.3845
O -11.7824 3.9056 -22.7324
O -9.6712 4.4268 -23.1396
H -9.8046 2.9048 -24.6797
O -15.0825 10.8391 -14.8691
C -13.8772 11.0079 -15.4660
O -13.8263 11.1124 -16.6862
O -12.9046 11.2322 -14.6868
H -14.6361 11.0002 -14.0346
O -17.5090 5.4670 -24.5515
C -18.5424 5.6811 -23.8060
O -19.2712 4.7186 -23.4719
O -18.6606 6.8516 -23.4721
H -17.2608 6.3792 -24.7183
O -8.8174 1.6239 -20.2420
C -8.5777 2.5893 -19.3656
O -7.6131 3.4108 -19.4902
O -9.2097 2.5580 -18.2803
H -9.5804 1.3172 -19.7466
O -17.3552 9.6616 -25.8488
C -16.4990 8.9495 -26.7315
O -15.5762 8.2604 -26.2529
O -16.7084 8.9751 -27.9280
H -18.2124 9.8710 -26.2269
O -10.2737 7.4271 -17.1172
C -10.3245 7.0514 -18.4405
O -9.8194 7.7890 -19.2509
O -10.9565 6.0661 -18.7347
H -10.0497 8.3044 -17.4361
O -9.9205 10.1855 -25.0710
C -11.0210 10.8413 -24.7129
O -12.0212 10.1962 -24.3154
O -11.0385 12.0772 -24.9983
H -9.4208 10.9902 -25.2272
O -15.4226 14.2383 -20.5950
C -16.0106 13.1543 -20.0747
O -17.1648 13.2270 -19.6113
O -15.2721 12.1993 -19.9350
H -14.6978 13.6101 -20.6370
O -15.9170 0.8677 -20.2925
C -15.0804 1.5029 -21.0035
O -15.3574 2.6420 -21.4154
O -14.1246 0.7944 -21.4072
H -15.2708 0.1595 -20.3424

***

DFT (ωB97M-V/def2-TZVPD) results for 5 unconnected molecules or ions with the total composition H10O4S2.

Calculated values
Structure (SMILES) ... SS.O.O.O.O
Lowest unoccupied orbital energy ... 0.347 eV
2S+1 ... 1
E_HOMO ... -9.1 eV
Relative energy (zero: lowest compared OMol25 entry of this formula, charge and spin) ... 0.1 kcal/mol
Net charge ... 0

Geometry (Å):
S -1.7716 -1.0883 -0.0729
S -3.2615 0.2179 0.5844
H -1.6639 -0.5389 -1.2909
H -2.5253 0.7761 1.5597
O 1.1242 -0.5806 -1.9718
H 1.1843 -1.2571 -1.2837
H 1.7295 -0.8976 -2.6615
O 0.4687 1.9521 -0.8108
H -0.3373 2.3022 -1.2589
H 0.5913 1.0652 -1.2118
O 0.1592 0.6409 1.7392
H 0.8874 1.0852 2.2481
H 0.2175 1.1009 0.9053
O 1.3930 -1.6018 0.9461
H 0.9167 -2.3050 1.3789
H 0.8878 -0.8711 1.2007

***

DFT (ωB97M-V/def2-TZVPD) results for 2 unconnected molecules or ions with the total composition C4H3FO.

Calculated values
Structure (SMILES) ... O=C=CF.C#C
Lowest unoccupied orbital energy ... 0.163 eV
2S+1 ... 1
E_HOMO ... -9.1 eV
Relative energy (zero: lowest compared OMol25 entry of this formula, charge and spin) ... 74.8 kcal/mol
Net charge ... 0

Geometry (Å):
O 0.8356 -1.2651 2.2349
C 0.8596 -1.3186 1.0813
C 0.8055 -1.5516 -0.2003
F 0.8478 -2.7558 -0.7161
H 0.7052 -0.7872 -0.9232
C -1.2979 1.9014 -0.8770
C -0.7867 1.8925 0.2127
H -1.7378 1.8930 -1.8648
H -0.2313 1.9914 1.0526

***

DFT (ωB97M-V/def2-TZVPD) results for a molecular structure, C23H49N2OP3SSm.

Calculated values
Lowest unoccupied orbital energy (alpha / beta) ... -10.448 / -9.230 eV
2S+1 ... 6
E_HOMO (alpha / beta) ... -16.1 / -16.1 eV
Net charge ... +3

Geometry (Å):
Sm 0.1057 0.0298 -0.2841
P -1.1052 0.6333 2.3603
P 2.5029 -1.4582 0.6157
P -1.0972 -2.3758 0.6542
H -0.9269 1.6003 -2.9293
C -1.8607 1.2257 -2.4852
C -2.2301 1.4852 -1.1935
H -1.9262 2.3825 -0.6153
C -1.2219 2.4084 2.7756
C -0.3405 0.0367 3.9308
C -2.8972 0.3188 2.6898
C 3.2283 -2.3579 -0.8305
C 4.0519 -0.5576 1.0578
C 2.5717 -2.7076 1.9674
C -2.8887 -2.4812 0.3475
C -1.0758 -3.1049 2.3294
C -0.4398 -3.8713 -0.2181
H -2.5131 0.7404 -3.1822
H -3.1142 0.9666 -0.7644
H -1.4954 2.9797 1.8787
H -0.2886 2.7980 3.1952
H -2.0275 2.5258 3.5192
H 0.6204 0.5426 4.0885
H -0.1665 -1.0463 3.9112
H -1.0121 0.2903 4.7656
H -3.4646 0.6535 1.8100
H -3.1741 0.9534 3.5453
H -3.1220 -0.7287 2.9140
H 4.2110 -2.7647 -0.5412
H 3.3737 -1.6358 -1.6513
H 2.5657 -3.1597 -1.1775
H 4.9116 -1.1778 0.7739
H 4.0838 -0.3696 2.1382
H 4.0897 0.3902 0.5113
H 3.6079 -3.0571 2.1023
H 1.9240 -3.5699 1.7770
H 2.2569 -2.2237 2.9043
H -3.1359 -3.5399 0.2626
H -3.1748 -1.9625 -0.5664
H -3.4394 -2.0365 1.1767
H -1.5295 -4.0943 2.2333
H -1.6615 -2.5014 3.0259
H -0.0534 -3.2007 2.7110
H -1.2770 -4.5729 -0.2932
H 0.3879 -4.3169 0.3670
H -0.0686 -3.6465 -1.2295
C -2.1710 -2.6997 -4.1005
C -1.6031 -3.8032 -4.7745
C -2.2560 -4.3848 -5.8696
C -3.4842 -3.8837 -6.3380
C -4.0693 -2.8192 -5.6480
C -3.4276 -2.2391 -4.5453
S -1.4939 -2.0200 -2.5495
H -0.3555 -1.1825 -2.5548
H -0.6775 -4.2259 -4.3733
H -1.8345 -5.2428 -6.3895
H -3.9654 -4.3236 -7.2311
H -5.0346 -2.4314 -5.9620
H -3.9100 -1.4411 -3.9799
C 0.7898 3.9203 -1.7070
N 1.4959 4.1218 -0.4386
C 2.0169 5.4633 -0.2349
C 2.2007 5.7735 1.2172
C 2.9680 4.6240 1.8397
N 2.3209 3.3431 1.5794
C 2.5708 2.3389 2.6088
C 1.6707 3.1097 0.4241
O 1.2399 1.9126 0.1252
H -0.2709 3.6798 -1.5471
H 1.2470 3.1328 -2.3161
H 0.8677 4.8511 -2.2840
H 2.9980 5.5558 -0.6925
H 1.3448 6.1665 -0.7231
H 1.2598 5.9321 1.7505
H 2.8134 6.6847 1.3504
H 3.0780 4.7185 2.9249
H 3.9852 4.6333 1.4069
H 3.3732 1.6605 2.3325
H 2.8873 2.8683 3.5070
H 1.6611 1.7646 2.8148